Version i
ORCA calculation (ωB97M-V with the def2-TZVPD basis set) on 6 unconnected molecules or ions with the total composition CH13O5S.

Kohn-Sham gap   0.27675 Ha
Net charge   -1
LUMO energy   3.48 eV
Highest occupied orbital energy   -4.05 eV

Last column: natural (NBO) charge in e.
CARTESIAN COORDINATES (ANGSTROEM)
C -1.6535 -0.0513 -0.4260  -0.739
S -0.3287 1.1327 -0.0213  -0.667
H -2.1536 -0.3415 0.4987  0.193
H -2.4085 0.4138 -1.0683  0.181
H -1.3068 -0.8896 -1.0074  0.179
H -1.3091 1.8080 2.0440  0.503
H -2.5144 1.1705 2.6871  0.461
O -1.5736 1.3718 2.8750  -0.974
H 0.0805 -1.4565 3.3453  0.481
H -0.8307 -0.2735 3.3202  0.495
O -0.6513 -1.0813 3.8435  -1.001
H 0.1521 -0.0219 -3.0611  0.464
H 0.8574 0.6193 -1.8563  0.509
O 1.0165 0.2902 -2.7710  -1.017
H 1.0659 -1.8755 0.8739  0.457
H 0.6512 -0.4211 1.2107  0.495
O 1.2391 -1.1675 1.5066  -1.008
H 3.7999 0.0494 -3.5268  0.462
H 2.4637 0.3493 -4.1142  0.500
O 3.4039 0.3746 -4.3527  -0.973

***

Version ii
ORCA calculation (ωB97M-V with the def2-TZVPD basis set) on 6 unconnected molecules or ions with the total composition CH13O5S.

Kohn-Sham gap   0.27167 Ha
Net charge   -1
LUMO energy   3.57 eV
Highest occupied orbital energy   -3.82 eV

Last column: natural (NBO) charge in e.
CARTESIAN COORDINATES (ANGSTROEM)
C -0.7595 -3.1450 -0.5961  -0.708
S 0.8087 -2.1754 -0.3017  -0.680
H -1.2951 -3.3184 0.3347  0.186
H -1.4072 -2.4558 -1.1299  0.193
H -0.5306 -4.0525 -1.1341  0.191
H 2.7742 -0.6311 -0.6094  0.496
H 3.3719 0.7826 -0.9510  0.467
O 3.3143 0.0904 -0.2930  -0.968
H -0.5782 0.4807 -0.0081  0.487
H -0.0817 -0.0799 -1.2253  0.493
O -0.6130 0.6771 -0.9627  -1.023
H 0.0386 -1.0605 1.0672  0.458
H 0.5227 0.2748 1.6664  0.461
O -0.2390 -0.3218 1.7580  -1.047
H -2.3674 1.2440 1.5117  0.482
H -2.6358 1.9794 0.2814  0.470
O -2.3646 2.1706 1.1984  -0.952
H 0.2754 2.6826 -0.6308  0.499
H 0.8165 3.4729 0.4889  0.460
O 0.9497 3.3852 -0.4646  -0.965

***

Stability check: which of them is least stable? version ii.

***

Version i
ORCA calculation (ωB97M-V with the def2-TZVPD basis set) on a molecular structure, C3H4S3.

Kohn-Sham gap   0.31229 Ha
Net charge   0
LUMO energy   -0.34 eV
Highest occupied orbital energy   -8.84 eV

Last column: natural (NBO) charge in e.
CARTESIAN COORDINATES (ANGSTROEM)
C 1.2908 -0.4156 1.4810  -0.477
C -0.6301 0.4866 0.2093  -0.408
C -0.5469 0.1502 -1.2398  -0.667
S 2.5478 -1.3563 1.7955  0.101
S 1.0138 1.1442 0.8273  0.366
S -0.5410 -1.1283 1.2137  0.150
H -1.5767 0.9160 0.6417  0.247
H 0.1636 -0.6237 -1.2750  0.230
H -0.3638 1.0668 -1.8384  0.220
H -1.3574 -0.2399 -1.8152  0.236

***

Version ii
ORCA calculation (ωB97M-V with the def2-TZVPD basis set) on a single C3H4S3 molecule.

Structure (SMILES)   CSC(=S)C=S
Kohn-Sham gap   0.27837 Ha
Net charge   0
LUMO energy   -1.26 eV
Highest occupied orbital energy   -8.83 eV

Last column: natural (NBO) charge in e.
CARTESIAN COORDINATES (ANGSTROEM)
C 1.4968 0.1659 2.1698  -0.794
S 0.0133 0.6561 1.3556  0.477
C -0.1379 -0.4056 0.0837  -0.409
S 0.8736 -1.6905 -0.2645  -0.015
C -1.1544 -0.1042 -0.9581  -0.321
S -1.1980 1.2012 -1.9466  0.105
H 1.6542 -0.8269 2.5678  0.253
H 2.4216 0.2932 1.5152  0.250
H 1.4588 0.8875 2.9944  0.234
H -1.7842 -0.9603 -1.1631  0.220

***

Version iii
ORCA calculation (ωB97M-V with the def2-TZVPD basis set) on a single C3H4S3 molecule.

Structure (SMILES)   S=CCSC=S
Kohn-Sham gap   0.30325 Ha
Net charge   0
LUMO energy   -0.66 eV
Highest occupied orbital energy   -8.91 eV

Last column: natural (NBO) charge in e.
CARTESIAN COORDINATES (ANGSTROEM)
S -0.9322 2.6851 1.3105  0.084
C -0.2265 1.3797 0.6739  -0.260
C -0.6942 -0.0582 0.6364  -0.631
S -0.8239 -0.6606 -1.0652  0.409
C 0.7394 -1.2381 -1.3606  -0.499
S 2.0870 -1.2013 -0.4072  -0.031
H 0.7526 1.5368 0.3208  0.194
H 0.0457 -0.6375 1.1483  0.271
H -1.7069 -0.1115 1.0604  0.249
H 0.7590 -1.6944 -2.3174  0.214

***

Stability check: which of them is least stable? version i.